(1)
This record from OMol25 describes C40H48F4N4 as an isolated structure at a distorted geometry. The level of theory is the ωB97M-V functional and the def2-TZVPD basis.

Geometry as XYZ:
```
96
Properties=species:S:1:pos:R:3
C 0.139 4.548 3.129
C 0.982 3.248 3.187
C 1.441 2.736 1.791
C 0.333 2.398 0.903
N -0.610 2.097 0.305
H -0.165 4.976 4.084
H -0.769 4.528 2.525
H 0.709 5.315 2.604
H 0.373 2.465 3.639
H 1.804 3.299 3.901
H 2.191 1.947 1.845
H 1.974 3.546 1.293
C 0.204 -0.997 -1.443
C -0.323 0.195 -0.578
C -0.709 -0.218 0.833
C 0.350 -0.813 1.696
N 1.215 -1.189 2.368
H 1.037 -1.451 -0.907
H 0.647 -0.669 -2.383
H -0.539 -1.738 -1.739
H -1.128 0.710 -1.101
H 0.409 0.993 -0.460
H -1.563 -0.892 0.754
H -1.153 0.680 1.262
C 2.760 -0.203 0.280
C 2.965 -0.543 -1.192
C 3.119 0.639 -2.181
C 1.843 1.427 -2.192
N 0.849 2.044 -2.266
H 1.970 0.526 0.457
H 3.780 0.083 0.538
H 2.366 -1.134 0.686
H 2.136 -1.170 -1.520
H 3.857 -1.136 -1.394
H 3.387 0.407 -3.211
H 3.927 1.254 -1.785
C -1.537 2.318 -1.586
C -1.381 3.900 -1.564
C -0.152 4.438 -2.313
C -0.182 4.152 -3.774
N -0.130 3.904 -4.874
H -1.546 1.962 -2.617
H -2.405 2.097 -0.965
H -0.778 1.842 -0.965
H -1.294 4.201 -0.521
H -2.332 4.354 -1.843
H 0.802 4.053 -1.953
H -0.197 5.527 -2.323
F 3.091 -1.306 -3.455
C 2.175 -2.312 -3.432
C 2.627 -3.638 -3.335
C 1.587 -4.573 -3.242
C 0.269 -4.178 -3.356
C -0.193 -2.898 -3.426
C 0.801 -1.924 -3.554
H 3.691 -3.820 -3.324
H 1.648 -5.643 -3.109
H -0.441 -4.991 -3.343
H -1.256 -2.709 -3.425
H 0.552 -0.881 -3.680
F -5.130 -0.362 -1.881
C -4.812 -0.340 -0.592
C -3.531 -0.127 -0.185
C -3.110 -0.187 1.126
C -4.083 -0.789 2.040
C -5.434 -0.880 1.678
C -5.831 -0.693 0.341
H -2.768 0.055 -0.927
H -2.086 -0.028 1.430
H -3.878 -0.934 3.091
H -6.113 -1.010 2.508
H -6.899 -0.683 0.179
F -4.133 0.061 5.370
C -3.095 0.435 4.595
C -1.861 -0.220 4.684
C -0.825 0.114 3.801
C -1.019 1.152 2.877
C -2.193 1.869 2.823
C -3.236 1.523 3.725
H -1.724 -1.014 5.402
H 0.066 -0.488 3.902
H -0.159 1.419 2.281
H -2.309 2.786 2.263
H -4.112 2.144 3.846
F 2.128 -6.352 -0.724
C 2.505 -5.099 -0.490
C 1.807 -4.373 0.524
C 2.169 -2.999 0.741
C 3.359 -2.461 0.156
C 4.114 -3.268 -0.799
C 3.658 -4.482 -1.150
H 0.892 -4.831 0.869
H 1.545 -2.368 1.357
H 3.581 -1.449 0.460
H 5.027 -2.862 -1.210
H 4.260 -5.037 -1.855
```

Results
2S+1 ... 1
E_tot ... -59065.49375 eV
ΔE to the lowest compared entry with this formula, charge and spin ... 518.49 kcal/mol
Strongest force on any atom ... 9.5 eV Å⁻¹
Highest occupied orbital energy ... -8.33 eV
Orbital gap ... 8.62 eV
LUMO ... 0.296 eV
Charge ... 0

Atomic partial charges in e from the Löwdin method, atoms 1 to 5:
1. C -0.0773
2. C -0.2007
3. C -0.1120
4. C -0.1230
5. N 0.0424

(2)
This record from OMol25 describes C40H49BBrINNbO12P3 as an isolated structure at a distorted geometry. The level of theory is the ωB97M-V functional and the def2-TZVPD basis.

Geometry as XYZ:
```
109
Properties=species:S:1:pos:R:3
C 0.326 -4.211 -4.809
C 0.310 -3.051 -3.805
P -0.848 -1.734 -4.391
C 0.147 -0.957 -5.753
Nb -1.255 -0.016 -2.446
C -1.749 -1.448 -0.741
C -1.482 -1.386 0.759
C -2.766 -1.241 1.558
I -0.172 0.126 1.607
B -1.914 2.013 -1.416
N -1.341 3.238 -1.845
O -2.781 2.058 -0.336
P -3.707 -0.038 -3.279
O -4.122 -1.581 -3.727
Br -5.120 0.154 -1.501
P 1.157 0.341 -1.933
C 2.036 1.855 -2.460
C 2.055 2.144 -3.968
C 2.437 -0.944 -1.635
C 2.005 -2.076 -0.731
H 0.398 -3.807 -5.811
H -0.569 -4.809 -4.723
H 1.223 -4.802 -4.645
H -0.003 -3.446 -2.846
H 1.342 -2.723 -3.707
H -0.221 -1.311 -6.707
H 1.202 -1.196 -5.675
H -0.020 0.108 -5.713
H -0.984 1.191 -3.801
H -2.828 -1.543 -0.818
H -1.378 -2.407 -1.111
H -1.030 -2.308 1.089
H -3.494 -1.951 1.190
H -2.575 -1.453 2.604
H -3.147 -0.229 1.498
H -1.050 3.258 -2.810
H -1.775 4.102 -1.540
H -3.572 2.578 -0.541
H -4.342 -2.107 -2.949
H 1.595 2.678 -1.915
H 3.059 1.793 -2.102
H 1.520 1.375 -4.508
H 3.069 2.149 -4.343
H 1.586 3.093 -4.185
H 3.293 -0.461 -1.168
H 2.828 -1.308 -2.577
H 2.003 -1.772 0.305
H 2.722 -2.884 -0.818
H 1.034 -2.478 -0.993
C -4.484 2.511 3.746
C -4.252 2.600 2.439
C -5.333 3.011 1.502
O -5.136 3.096 0.308
C -6.671 3.307 2.072
C -6.898 3.219 3.378
C -5.819 2.816 4.319
O -6.027 2.740 5.512
H -3.718 2.213 4.450
H -3.289 2.374 1.994
H -7.439 3.596 1.369
H -7.866 3.434 3.811
C 6.103 0.041 4.212
C 5.722 -1.158 3.781
C 4.482 -1.332 2.976
O 4.141 -2.428 2.588
C 3.685 -0.114 2.672
C 4.068 1.084 3.104
C 5.303 1.256 3.907
O 5.654 2.346 4.312
H 7.002 0.187 4.799
H 6.288 -2.057 3.990
H 2.782 -0.255 2.089
H 3.500 1.983 2.896
C 9.353 -0.314 9.635
C 9.627 -0.398 8.338
C 8.566 -0.224 7.311
O 8.835 -0.306 6.131
C 7.186 0.051 7.791
C 6.914 0.135 9.090
C 7.974 -0.040 10.116
O 7.727 0.038 11.299
H 10.109 -0.438 10.400
H 10.623 -0.596 7.963
H 6.424 0.178 7.034
H 5.917 0.334 9.463
C -9.293 7.752 0.775
C -8.984 6.692 1.516
C -9.888 5.516 1.589
O -9.606 4.552 2.267
C -11.147 5.563 0.802
C -11.456 6.622 0.062
C -10.555 7.802 -0.010
O -10.839 8.769 -0.683
H -8.653 8.621 0.704
H -8.071 6.630 2.095
H -11.785 4.691 0.871
H -12.367 6.681 -0.520
C 3.699 -7.085 -8.067
C 3.657 -5.936 -7.399
C 3.998 -5.871 -5.953
O 3.958 -4.827 -5.346
C 4.383 -7.142 -5.282
C 4.424 -8.290 -5.951
C 4.088 -8.352 -7.397
O 4.130 -9.400 -8.007
H 3.454 -7.157 -9.119
H 3.374 -5.000 -7.863
H 4.623 -7.070 -4.229
H 4.701 -9.227 -5.485
```

Results
2S+1 ... 1
E_tot ... -176565.47605 eV
Strongest force on any atom ... 2.6 eV Å⁻¹
Highest occupied orbital energy ... -3.44 eV
Orbital gap ... 2.81 eV
LUMO ... -0.630 eV
Charge ... -1

Atomic partial charges in e from the Löwdin method, atoms 1 to 5:
1. C -0.1943
2. C -0.5509
3. P 0.7019
4. C -0.4010
5. Nb 0.8156

(3)
This record from OMol25 describes a 6-piece molecular cluster, C40H49Cl2F12NO11PS3 overall at a distorted geometry. The level of theory is the ωB97M-V functional and the def2-TZVPD basis.

Geometry as XYZ:
```
119
Properties=species:S:1:pos:R:3
C 2.844 -4.220 3.522
C 3.742 -4.270 2.244
C 2.939 -5.024 1.149
Cl 4.044 -5.844 -0.048
C 1.918 -4.137 0.457
C 0.558 -4.367 0.564
Cl 0.093 -5.743 1.561
C -0.410 -3.571 -0.057
P -2.203 -3.933 0.047
O -2.753 -3.239 1.411
O -3.045 -3.194 -1.114
S -2.629 -5.812 -0.071
C 0.045 -2.464 -0.783
C 1.416 -2.250 -0.887
C 2.379 -3.045 -0.300
C 3.832 -2.659 -0.531
C 4.168 -2.909 -2.061
C 5.469 -3.683 -2.283
F 6.485 -3.298 -1.422
S 1.873 -0.803 -1.833
C 0.658 0.367 -1.249
C -0.618 -0.184 -1.090
C -1.620 0.639 -0.617
C -1.380 1.972 -0.297
S -2.736 2.947 0.343
O -2.310 4.109 1.071
O -3.533 3.334 -0.785
C -3.765 1.798 1.387
F -2.995 0.914 2.056
F -4.596 1.160 0.546
C -4.648 2.529 2.443
F -5.627 3.177 1.775
F -3.954 3.406 3.179
C -5.334 1.558 3.472
F -4.449 1.341 4.462
F -6.367 2.194 4.037
F -5.716 0.409 2.941
C -0.106 2.504 -0.487
C 0.249 3.963 -0.186
C -0.494 4.956 -1.122
C -0.042 4.852 -2.584
F -0.169 6.112 -3.134
F 1.183 4.330 -2.749
F -0.924 4.100 -3.263
C 0.911 1.706 -0.950
F 2.143 2.236 -1.110
N -0.855 -1.550 -1.421
C -0.974 -1.785 -2.868
O -1.587 -0.943 -3.554
O -0.500 -2.846 -3.321
H 3.273 -3.573 4.292
H 1.865 -3.845 3.186
H 2.692 -5.254 3.856
H 3.943 -3.230 1.977
H 4.644 -4.853 2.462
H 2.467 -5.856 1.675
H -3.115 -2.385 1.116
H -2.832 -3.606 -1.969
H 4.550 -3.257 0.030
H 4.021 -1.613 -0.259
H 4.199 -1.908 -2.515
H 3.337 -3.458 -2.526
H 5.259 -4.758 -2.249
H 5.792 -3.475 -3.325
H -2.606 0.185 -0.519
H 1.320 4.109 -0.360
H 0.026 4.229 0.852
H -1.576 4.811 -1.117
H -0.285 5.981 -0.789
C 3.305 7.206 -3.506
C 3.127 8.454 -2.678
O 3.286 8.446 -1.479
C 2.741 9.715 -3.412
H 3.581 6.380 -2.853
H 2.372 6.952 -4.011
H 4.102 7.359 -4.236
H 1.784 9.575 -3.916
H 3.510 9.972 -4.142
H 2.647 10.533 -2.699
C -10.592 0.073 3.154
C -11.085 1.330 3.829
O -12.237 1.452 4.173
C -10.074 2.428 4.055
H -11.417 -0.629 3.055
H -10.208 0.308 2.161
H -9.807 -0.389 3.755
H -9.669 2.765 3.100
H -9.268 2.066 4.695
H -10.560 3.270 4.546
C 4.847 1.336 0.853
C 4.628 0.841 2.261
O 3.882 -0.081 2.498
C 5.381 1.546 3.364
H 4.246 0.743 0.165
H 4.543 2.382 0.776
H 5.901 1.230 0.589
H 5.100 2.600 3.392
H 6.456 1.453 3.199
H 5.131 1.090 4.320
C -4.716 -2.577 4.024
C -5.090 -3.977 4.449
O -4.269 -4.857 4.528
C -6.545 -4.228 4.773
H -3.647 -2.535 3.821
H -5.256 -2.308 3.117
H -4.950 -1.874 4.825
H -7.163 -4.027 3.896
H -6.859 -3.590 5.602
H -6.675 -5.269 5.063
C 7.494 -4.064 -7.181
C 7.275 -2.840 -6.326
O 7.433 -2.872 -5.128
C 6.849 -1.575 -7.030
H 7.795 -4.897 -6.548
H 6.569 -4.330 -7.696
H 8.282 -3.874 -7.911
H 5.897 -1.733 -7.538
H 7.610 -1.277 -7.753
H 6.728 -0.779 -6.298
```

Results
2S+1 ... 1
E_tot ... -165741.00073 eV
Strongest force on any atom ... 3.3 eV Å⁻¹
Highest occupied orbital energy ... -5.47 eV
Orbital gap ... 7.21 eV
LUMO ... 1.739 eV
Charge ... -1

Atomic partial charges in e from the Löwdin method, atoms 1 to 5:
1. C -0.0866
2. C -0.2457
3. C -0.6257
4. Cl 0.6596
5. C -0.2241

(4)
This record from OMol25 describes C40H50AsBrClNO6P2S2Si3Ti as an isolated structure at a distorted geometry. The level of theory is the ωB97M-V functional and the def2-TZVPD basis.

Geometry as XYZ:
```
108
Properties=species:S:1:pos:R:3
Ti -0.686 -0.155 -0.185
S -1.043 2.776 2.520
P 0.322 2.936 1.071
C 0.531 1.772 -0.219
P 2.184 1.275 -0.578
S 3.131 -0.209 0.332
C 3.412 2.683 -0.660
C 4.654 2.569 -0.056
C 5.603 3.568 -0.197
C 5.328 4.697 -0.952
C 4.093 4.814 -1.575
C 3.151 3.811 -1.432
C 2.236 0.980 -2.406
C 3.189 0.133 -2.957
C 3.303 0.001 -4.329
C 2.468 0.714 -5.177
C 1.508 1.554 -4.638
C 1.394 1.680 -3.261
C -0.030 4.608 0.334
C -0.017 4.808 -1.036
C -0.333 6.041 -1.590
C -0.669 7.101 -0.768
C -0.697 6.913 0.610
C -0.391 5.679 1.150
C 1.837 3.228 2.073
C 2.262 2.169 2.873
C 3.328 2.331 3.736
C 3.971 3.559 3.835
C 3.547 4.617 3.049
C 2.492 4.447 2.165
H 4.858 1.684 0.532
H 6.561 3.466 0.298
H 6.069 5.481 -1.054
H 3.860 5.686 -2.175
H 2.201 3.905 -1.939
H 3.822 -0.432 -2.284
H 4.042 -0.676 -4.740
H 2.554 0.600 -6.252
H 0.833 2.101 -5.285
H 0.631 2.312 -2.826
H 0.209 3.959 -1.668
H -0.326 6.165 -2.665
H -0.924 8.064 -1.192
H -0.972 7.731 1.264
H -0.443 5.519 2.220
H 1.755 1.214 2.809
H 3.656 1.492 4.335
H 4.806 3.685 4.513
H 4.049 5.574 3.105
H 2.187 5.277 1.543
O 1.363 -2.504 2.522
Cl 0.324 -2.215 1.552
O -0.945 -2.757 2.013
O -2.096 -1.515 -0.743
O 0.195 -0.640 1.572
Br -2.997 2.825 -1.031
C -2.435 1.660 -2.380
C -2.944 1.835 -3.673
C -2.514 0.981 -4.684
C -1.573 -0.004 -4.388
C -1.129 -0.087 -3.084
N -1.570 0.714 -2.097
C -0.037 -1.136 -2.746
O 0.355 -1.869 -3.639
O 0.403 -1.085 -1.521
H -3.659 2.626 -3.840
H -2.898 1.084 -5.690
H -1.164 -0.691 -5.111
C -6.009 -1.242 1.614
Si -4.926 0.058 0.771
C -5.107 -0.270 -1.076
C -5.805 1.706 1.118
As -2.713 0.293 1.464
Si -2.370 -3.056 -1.189
C -3.693 -3.841 -0.113
C -2.988 -3.115 -2.975
C -0.883 -4.196 -1.146
Si -2.801 -0.456 3.661
C -3.476 -2.188 3.952
C -3.963 0.747 4.543
C -1.148 -0.345 4.527
H -6.976 -1.219 1.107
H -6.176 -1.018 2.666
H -5.609 -2.248 1.545
H -6.123 -0.006 -1.381
H -4.931 -1.313 -1.311
H -4.405 0.306 -1.673
H -6.842 1.540 1.413
H -5.800 2.338 0.230
H -5.314 2.268 1.913
H -4.676 -3.413 -0.299
H -3.452 -3.688 0.939
H -3.756 -4.913 -0.301
H -3.723 -2.332 -3.158
H -3.459 -4.076 -3.185
H -2.168 -2.983 -3.678
H -0.544 -4.400 -0.130
H -0.046 -3.795 -1.717
H -1.177 -5.146 -1.597
H -4.475 -2.344 3.562
H -3.504 -2.333 5.035
H -2.820 -2.936 3.521
H -4.985 0.697 4.169
H -3.613 1.768 4.390
H -3.985 0.543 5.615
H -0.448 -1.110 4.195
H -1.334 -0.477 5.596
H -0.684 0.627 4.358
```

Results
2S+1 ... 1
E_tot ... -286470.87204 eV
ΔE to the lowest compared entry with this formula, charge and spin ... 69.14 kcal/mol
Strongest force on any atom ... 2.2 eV Å⁻¹
Highest occupied orbital energy (alpha / beta) ... -0.95 / -0.95 eV
Orbital gap (alpha / beta) ... 4.90 / 4.89 eV
LUMO (alpha / beta) ... 3.942 / 3.942 eV
Charge ... -2

Atomic partial charges in e from the Löwdin method, atoms 1 to 5:
1. Ti 0.7757
2. S 0.2130
3. P 0.4091
4. C -0.5738
5. P 0.4252